Below is a cluster of 2 separate species, C3H9N2O3S in total, with properties calculated with ωB97M-V/def2-TZVPD.

* E_LUMO: -4.006 eV
* net charge: +1
* DFT total energy: -852.7808 Ha

Atoms and positions in Å:
C: 0.7126 -1.6046 -0.4419
C: -1.2541 2.3919 1.2459
C: -0.6376 -0.0660 -0.6147
N: 0.6520 -2.1514 0.7681
N: 1.2078 -1.8899 -1.6585
O: -0.0686 0.0580 1.9186
O: 1.0385 1.4880 0.2351
O: -0.3291 0.5811 -1.7899
S: -0.1655 0.9412 0.7556
H: -2.2931 1.9201 1.1438
H: -0.9396 2.8929 2.1634
H: -1.1987 3.0724 0.4483
H: -1.4900 -0.7116 -0.6569
H: 0.3720 -1.2477 1.4210
H: 1.2861 -2.8281 1.1407
H: 0.9298 -1.3999 -2.4666
H: 1.8236 -2.6221 -1.8894
H: 0.3541 1.1757 -1.7228